# 1
This record from OMol25 describes a single C4H6N2O molecule in a non-equilibrium geometry. The level of theory is wB97M-V/def2-TZVPD.

Its SMILES is N/N=C/C=C\C=O. The highest occupied orbital energy is -0.3128 Ha. Its energy relative to the best compared isomer or geometry (same formula, charge and spin) is 354.1 kJ/mol. The value obtained for the LUMO energy is 0.26 eV.

```
13
Properties=species:S:1:pos:R:3:forces:R:3
C 0.795 -0.576 1.138 3.7 -0.6 1.6
C 1.672 -0.246 0.166 -0.1 -0.7 0.6
C -0.556 -0.397 0.882 -1.7 -0.4 1.8
C 1.381 0.082 -1.233 -3.4 -1.8 -0.5
N -0.827 0.328 -0.105 -3.4 1.2 -1.3
N -2.146 0.536 -0.435 -0.5 1.2 -1.2
O 1.863 1.014 -1.784 1.0 1.1 -1.0
H 1.104 -0.881 2.230 -0.4 0.7 -2.4
H 2.715 -0.134 0.278 1.2 -0.2 0.9
H -1.253 -0.716 1.666 -0.4 -0.1 -0.6
H 0.551 -0.591 -1.786 1.8 0.9 0.9
H -2.302 1.322 -1.119 0.5 -1.4 1.4
H -2.997 0.260 0.102 1.6 0.1 -0.2
```
Forces are in eV/Å.


# 2
This record from OMol25 describes a single C4H6N2O molecule in a non-equilibrium geometry. The level of theory is wB97M-V/def2-TZVPD.

Its SMILES is [H]/N=c1\o[nH]cc1C. The highest occupied orbital energy is -0.3205 Ha. Its energy relative to the best compared isomer or geometry (same formula, charge and spin) is 450.2 kJ/mol. The value obtained for the LUMO energy is 0.80 eV.

```
13
Properties=species:S:1:pos:R:3:forces:R:3
C 2.124 -0.588 -0.133 0.2 0.9 4.0
C 0.614 -0.558 0.101 4.6 2.6 0.6
C -0.391 -1.339 0.055 -3.0 -5.9 -0.3
C 0.071 0.747 0.150 -3.5 3.9 -2.0
H 2.335 0.193 -0.874 0.5 -0.2 0.6
H 2.850 -0.631 0.908 -2.2 1.2 -2.7
H 2.396 -1.522 -0.415 0.7 -2.9 -1.8
H -0.469 -2.470 0.072 0.6 1.4 -0.1
H -2.205 -0.999 0.663 -1.7 0.0 1.8
H -0.423 2.629 -0.298 3.3 -2.5 2.0
N -1.648 -0.778 -0.099 2.0 1.4 -2.0
N 0.490 1.951 0.117 -2.3 1.2 -1.5
O -1.361 0.628 -0.152 0.7 -1.1 1.2
```
Forces are in eV/Å.